[1]
Below is C4H9NO in the gas phase, with properties calculated with wB97M-V/def2-TZVPD.

```
! wB97M-V def2-TZVPD RIJCOSX def2/J DEFGRID3
* xyz 0 1
C -0.5672 -1.3025 0.5294
C -0.3101 0.0663 -0.1228
C -1.3826 1.0671 0.2904
C 1.0856 0.5686 0.2595
O 1.2730 1.5249 0.9910
N 2.1169 -0.1737 -0.2524
H -0.4043 -1.2401 1.6115
H 0.0840 -2.0906 0.1334
H -1.6074 -1.6015 0.3628
H -0.3305 -0.0567 -1.2155
H -1.2243 2.0516 -0.1617
H -2.3687 0.6976 -0.0059
H -1.3775 1.1990 1.3758
H 1.9659 -0.8730 -0.9611
H 3.0575 0.1477 -0.0812
*
```

Summary:
* largest force on an atom: 0.009 Eh/bohr
* ΔE to the lowest compared entry with this formula, charge and spin: 2.82 kJ/mol
* orbital gap: 10.62 eV
* calculated total energy: -287.831379 Ha
* LUMO: 0.033 Ha
* SMILES string: CC(C)C(N)=O
* HOMO level: -0.357 Eh

Per-atom Löwdin charges, elementary charge units: C -0.072; C -0.362; C -0.079; C -0.525; O 0.054; N 0.155; H 0.091; H 0.071; H 0.078; H 0.137; H 0.084; H 0.078; H 0.086; H 0.098; H 0.108



[2]
Below is C4H9NO in the gas phase, with properties calculated with wB97M-V/def2-TZVPD.

```
! wB97M-V def2-TZVPD RIJCOSX def2/J DEFGRID3
* xyz 0 1
C 1.3781 0.5442 0.0740
C 0.1421 -0.3316 0.1225
C 0.3748 -1.8015 -0.1313
C -1.1545 0.3070 -0.1117
O -0.8092 -0.1330 1.1929
N -1.2535 1.7212 -0.2925
H 2.2812 -0.0154 0.3393
H 1.2917 1.4031 0.7437
H 1.4996 0.9274 -0.9465
H -1.9366 -0.2510 -0.6307
H -0.5670 -2.3332 -0.2971
H 1.0433 -1.9769 -0.9803
H 0.8460 -2.2259 0.7639
H -2.2207 2.0029 -0.4044
H -0.9150 2.1625 0.5582
*
```

Summary:
* largest force on an atom: 0.006 Eh/bohr
* ΔE to the lowest compared entry with this formula, charge and spin: 155.47 kJ/mol
* orbital gap: 10.33 eV
* calculated total energy: -287.773235 Ha
* LUMO: 0.038 Ha
* SMILES string: CC1(C)O[C@H]1N
* HOMO level: -0.342 Eh

Per-atom Löwdin charges, elementary charge units: C -0.019; C -0.501; C -0.021; C -0.356; O -0.001; N 0.081; H 0.081; H 0.080; H 0.091; H 0.150; H 0.083; H 0.085; H 0.091; H 0.074; H 0.083



[3]
Below is C4H9NO in the gas phase, with properties calculated with wB97M-V/def2-TZVPD.

```
! wB97M-V def2-TZVPD RIJCOSX def2/J DEFGRID3
* xyz 0 1
C 1.6097 0.3034 1.5118
N 0.3588 0.7334 1.0074
C -0.6712 -0.3373 0.6093
C -1.1841 -0.1158 -0.7025
C -0.0413 -0.2590 -1.7090
O 2.2097 -0.7210 1.1766
H 2.0802 1.0403 2.1992
H 0.0969 1.6911 1.1966
H -1.4032 -0.3767 1.5351
H -0.2101 -1.2793 0.8421
H -1.7529 0.8965 -0.7694
H -1.9200 -0.8863 -0.8643
H -0.4283 -0.4487 -2.7228
H 0.5583 0.6819 -1.8812
H 0.6976 -0.9226 -1.4290
*
```

Summary:
* largest force on an atom: 0.121 Eh/bohr
* ΔE to the lowest compared entry with this formula, charge and spin: 146.92 kJ/mol
* orbital gap: 10.57 eV
* calculated total energy: -287.776493 Ha
* LUMO: 0.033 Ha
* SMILES string: CCCNC=O
* HOMO level: -0.355 Eh

Per-atom Löwdin charges, elementary charge units: C -0.329; N 0.020; C -0.244; C -0.281; C -0.100; O -0.010; H 0.122; H 0.116; H 0.148; H 0.105; H 0.145; H 0.102; H 0.074; H 0.090; H 0.040



[4]
Below is 2 unconnected molecules or ions with the total composition C4H9NO, with properties calculated with wB97M-V/def2-TZVPD.

```
! wB97M-V def2-TZVPD RIJCOSX def2/J DEFGRID3
* xyz 0 1
C 1.0644 -0.2309 -2.2145
C 0.7930 -0.8296 -0.8302
C 0.8340 -0.1081 0.3419
N -0.1306 -0.2903 1.3152
C 0.1076 0.4349 2.4081
H 1.7457 -0.9215 -2.8578
H 0.1716 -0.2609 -2.7986
H 1.4752 0.7185 -2.0765
H 0.2718 -1.7738 -0.6009
H 1.5312 0.6653 0.5929
H 0.4223 1.4506 2.4638
H -0.1099 -0.1369 3.2617
H -3.0130 0.8141 -0.6187
H -1.9370 0.3574 0.2212
O -2.0547 0.6902 -0.6282
*
```

Summary:
* largest force on an atom: 0.089 Eh/bohr
* ΔE to the lowest compared entry with this formula, charge and spin: 394.90 kJ/mol
* orbital gap: 7.87 eV
* calculated total energy: -287.682043 Ha
* LUMO: -0.001 Ha
* SMILES string: C=N/C=C/C.O
* HOMO level: -0.291 Eh

Per-atom Löwdin charges, elementary charge units: C -0.089; C -0.108; C -0.246; N -0.039; C 0.008; H 0.096; H 0.058; H 0.044; H 0.101; H 0.094; H 0.066; H 0.047; H 0.045; H -0.041; O -0.037



[5]
Below is 2 unconnected molecules or ions with the total composition C4H9NO, with properties calculated with wB97M-V/def2-TZVPD.

```
! wB97M-V def2-TZVPD RIJCOSX def2/J DEFGRID3
* xyz 0 1
C -0.2694 2.1301 0.8862
C -0.0836 1.0679 -0.1622
C 0.4022 -0.1489 0.0870
N 0.7797 -1.0544 -0.9296
C 1.0512 -0.6599 -2.0985
H 0.3403 1.8869 1.7570
H 0.1078 3.1120 0.5988
H -1.3301 2.2156 1.1322
H -0.2982 1.3602 -1.1842
H 0.3368 -0.7017 1.0171
H 1.3299 0.3782 -2.3237
H 0.8295 -1.3118 -2.9388
H -1.3882 -3.1556 2.0199
H -1.0854 -2.3987 0.6534
O -0.7224 -2.7202 1.4854
*
```

Summary:
* largest force on an atom: 0.035 Eh/bohr
* ΔE to the lowest compared entry with this formula, charge and spin: 268.37 kJ/mol
* orbital gap: 9.19 eV
* calculated total energy: -287.730233 Ha
* LUMO: 0.023 Ha
* SMILES string: C=N/C=C/C.O
* HOMO level: -0.315 Eh

Per-atom Löwdin charges, elementary charge units: C -0.105; C -0.152; C -0.185; N -0.025; C -0.059; H 0.072; H 0.070; H 0.072; H 0.090; H 0.088; H 0.072; H 0.068; H 0.034; H 0.025; O -0.064



[6]
Below is 2 unconnected molecules or ions with the total composition C4H9NO, with properties calculated with wB97M-V/def2-TZVPD.

```
! wB97M-V def2-TZVPD RIJCOSX def2/J DEFGRID3
* xyz 0 1
N -0.2974 -1.1994 0.6867
C -0.8575 -0.0028 0.0981
C -2.1087 0.3053 0.4266
C -0.3107 1.5889 -1.6733
C 0.0994 0.7357 -0.7322
H -0.8405 -1.8951 1.1816
H 0.0094 -1.7836 -0.0969
H -2.7235 1.0986 0.0166
H -2.7106 -0.3510 1.0430
H 0.3669 2.0731 -2.3496
H -1.3569 1.5132 -1.9525
H 1.1100 0.7188 -0.3385
H 3.1983 -0.7872 0.1961
H 1.7696 -0.9256 0.9095
O 2.7261 -0.9588 1.0090
*
```

Summary:
* largest force on an atom: 0.044 Eh/bohr
* ΔE to the lowest compared entry with this formula, charge and spin: 229.45 kJ/mol
* orbital gap: 9.53 eV
* calculated total energy: -287.745060 Ha
* LUMO: 0.027 Ha
* SMILES string: C=CC(=C)N.O
* HOMO level: -0.324 Eh

Per-atom Löwdin charges, elementary charge units: N 0.037; C -0.406; C 0.040; C 0.035; C -0.132; H 0.089; H 0.097; H 0.058; H 0.055; H 0.054; H 0.063; H 0.091; H 0.024; H -0.034; O -0.071



[7]
Below is C4H9NO in the gas phase, with properties calculated with wB97M-V/def2-TZVPD.

```
! wB97M-V def2-TZVPD RIJCOSX def2/J DEFGRID3
* xyz 0 1
O 2.9383 -1.0640 -1.8004
C 1.9311 -0.4507 -1.5807
C 1.0434 -0.6790 -0.3782
C -0.3444 -0.1036 -0.4207
C -0.9457 0.0765 0.9999
N -1.8080 1.2590 0.9823
H 1.5432 0.3828 -2.2056
H 1.1273 -1.7717 -0.2239
H 1.6651 -0.3921 0.5023
H -1.0041 -0.8073 -0.9624
H -0.5214 0.8967 -0.8408
H -1.4649 -0.8221 1.3409
H -0.0979 0.2533 1.6712
H -2.6746 1.1512 1.4986
H -1.3875 2.0710 1.4175
*
```

Summary:
* largest force on an atom: 0.039 Eh/bohr
* ΔE to the lowest compared entry with this formula, charge and spin: 163.52 kJ/mol
* orbital gap: 10.50 eV
* calculated total energy: -287.770170 Ha
* LUMO: 0.036 Ha
* SMILES string: NCCCC=O
* HOMO level: -0.350 Eh

Per-atom Löwdin charges, elementary charge units: O 0.051; C -0.281; C -0.192; C -0.213; C -0.282; N -0.024; H 0.122; H 0.131; H 0.129; H 0.117; H 0.106; H 0.112; H 0.098; H 0.061; H 0.065



[8]
Below is C4H9NO in the gas phase, with properties calculated with wB97M-V/def2-TZVPD.

```
! wB97M-V def2-TZVPD RIJCOSX def2/J DEFGRID3
* xyz 0 1
C -0.2242 2.2020 0.0436
C 0.3684 0.7890 0.3575
C 0.0718 0.5463 1.8623
C 0.3521 -1.3878 -0.9208
H 0.2525 2.9662 0.6745
H -1.2722 2.1907 0.2237
H -0.0653 2.4985 -1.0523
H 1.4125 0.6591 0.1591
H 0.2029 1.4800 2.5145
H -1.0273 0.1914 2.0244
H 0.6529 -0.3938 2.0924
H -1.2845 -0.5395 -0.1286
H 1.4107 -1.1879 -1.0304
N -0.2785 -0.2788 -0.4157
O -0.2176 -2.3513 -1.3278
*
```

Summary:
* largest force on an atom: 0.056 Eh/bohr
* ΔE to the lowest compared entry with this formula, charge and spin: 105.50 kJ/mol
* orbital gap: 10.62 eV
* calculated total energy: -287.792269 Ha
* LUMO: 0.034 Ha
* SMILES string: CC(C)NC=O
* HOMO level: -0.357 Eh

Per-atom Löwdin charges, elementary charge units: C -0.070; C -0.431; C -0.086; C -0.395; H 0.072; H 0.056; H 0.097; H 0.118; H 0.094; H 0.099; H 0.085; H 0.177; H 0.124; N 0.022; O 0.039